[1]
Molecular formula: C24H31F4IrN8O6
Method: DFT, wB97M-V/def2-TZVPD

Structure (XYZ):
```
74
Properties=species:S:1:pos:R:3:lowdin_spin:R:1
H 0.00 3.40 0.42 0.00
C -2.90 -4.88 1.05 0.00
H -3.91 -2.76 2.67 0.00
H 0.48 3.97 -4.32 0.00
C 0.77 3.16 -0.33 0.00
N 0.16 -1.12 -1.17 0.00
C -0.86 -1.33 -2.01 0.00
C 1.34 1.66 -2.11 0.00
C 1.94 0.67 2.97 0.00
Ir -0.10 -0.14 0.59 0.58
C -3.56 -2.47 1.67 0.00
H 0.48 -3.14 0.68 0.00
C 1.06 -1.79 2.72 0.00
H -1.28 1.48 -2.37 0.00
C -0.26 4.61 -1.89 0.00
C 0.82 -3.24 -4.80 0.00
C 1.39 -1.57 -1.48 0.00
H -2.18 -5.43 1.66 0.00
H -0.07 0.68 5.68 0.00
N -1.44 -1.56 1.21 0.01
C 2.62 0.44 1.62 0.00
H -0.22 3.14 4.06 0.00
O 0.84 -2.87 3.22 0.01
H 2.17 -1.35 -0.76 0.00
C 0.86 1.72 2.84 0.00
C -0.69 -2.00 -3.20 0.00
N 1.58 2.79 -2.99 0.01
N 0.31 1.95 -1.07 0.15
F -0.29 -3.32 -5.55 0.00
H 2.93 3.69 -1.67 0.00
O 1.17 -1.62 1.40 0.03
C 0.39 2.25 4.19 0.00
C -1.46 -2.88 0.90 0.00
H 1.05 2.48 2.09 0.00
C -0.93 2.34 -1.79 0.01
C 2.00 3.94 -2.18 0.00
C 1.63 -2.26 -2.65 0.00
H 0.98 0.82 -2.71 0.00
H -1.03 4.87 -1.16 0.00
H -3.89 -5.07 1.45 0.00
H 2.62 -2.60 -2.88 0.00
H 2.26 1.38 -1.60 0.00
H -1.08 -0.68 3.57 0.00
H -4.43 -2.29 1.03 0.00
H -0.49 -4.56 0.40 0.00
C 0.57 -2.48 -3.52 0.00
C -2.70 -1.23 1.76 0.00
H -0.10 5.46 -2.55 0.00
C 1.13 -0.53 3.56 0.00
C -0.44 1.07 4.74 0.00
H -0.01 2.27 -4.25 0.00
H -1.54 -2.15 -3.86 0.00
H -2.87 -5.23 0.02 0.00
H -1.69 2.59 -1.05 0.00
O 1.86 0.56 0.54 0.10
F -1.77 0.57 -0.06 0.05
O 3.81 0.27 1.53 0.02
H 1.48 -0.82 4.55 0.00
N -0.42 -3.55 0.42 0.00
F 1.77 -2.64 -5.53 0.00
C 0.32 3.12 -3.65 0.00
N -2.65 -3.45 1.12 0.00
C -0.29 0.05 3.63 0.00
N 0.98 4.30 -1.19 0.01
N -0.72 3.46 -2.68 0.01
O -3.02 -0.18 2.24 0.00
H 2.73 0.97 3.66 0.00
H 2.18 4.79 -2.84 0.00
H 1.24 2.51 4.82 0.00
H 1.71 2.90 0.16 0.00
O -0.29 0.90 2.42 0.00
H -1.49 1.34 4.85 0.00
F 1.22 -4.49 -4.53 0.00
H -1.81 -0.92 -1.69 0.00
```

E_HOMO (alpha / beta) ... -0.4128 / -0.4113 hartree
Spin multiplicity ... 2
Charge ... +1



[2]
Molecular formula: C33H47N5O3P4RuSbSe4
Method: DFT, wB97M-V/def2-TZVPD

Structure (XYZ):
```
98
Properties=species:S:1:pos:R:3:lowdin_spin:R:1
C 5.43 1.12 -3.68 0.00
H -4.70 1.79 3.60 0.00
C 2.30 0.64 2.01 0.00
C 1.30 -2.58 2.80 0.00
H 2.98 1.46 2.23 0.00
H -3.69 0.50 4.26 0.00
H 4.95 -3.81 2.62 0.00
C 3.93 -3.47 2.67 0.00
H 3.57 -4.30 4.61 0.00
P -2.72 1.33 0.98 0.01
P 2.08 1.27 -0.56 -0.02
H -1.82 -2.99 3.12 0.00
C 2.07 -2.31 1.67 0.01
H -5.82 -2.20 0.01 0.00
Sb -0.66 3.54 -4.25 0.05
C 3.40 1.18 -1.80 0.00
C 2.58 5.61 0.75 0.00
C 3.24 1.85 -3.01 0.01
H 4.34 2.73 0.47 0.00
C 3.39 -2.76 1.61 0.00
H -2.48 -4.39 0.67 0.00
N -3.84 -2.29 -0.72 0.00
H 0.17 3.44 -0.24 0.00
C 1.93 -1.73 -2.48 0.02
C 3.50 3.41 0.45 0.00
H -4.88 1.42 -1.50 0.00
N -2.84 1.46 2.61 0.00
H 4.63 5.09 1.11 0.00
H 6.21 1.07 -4.43 0.00
H -5.81 1.89 0.98 0.00
C 1.15 3.81 0.03 0.01
H -1.27 2.85 2.66 0.00
H -3.35 -1.70 -2.68 0.00
H 4.13 2.33 -4.90 0.00
C 5.59 0.48 -2.47 0.00
Se 1.19 3.56 -5.85 0.90
C 4.25 1.81 -3.95 0.00
C 1.79 -3.62 -1.00 0.00
C 4.58 0.50 -1.52 0.00
N -3.85 2.19 0.18 0.00
H -1.11 -3.76 -0.27 0.00
O -1.34 1.58 0.50 0.07
H -5.18 -3.83 -0.25 0.00
H 1.70 -5.54 -1.93 0.00
O -3.14 -0.24 0.75 0.00
H 1.73 -4.04 -0.01 0.00
C -4.93 -2.82 0.09 0.00
H 2.48 -0.15 2.73 0.00
P 1.49 -1.24 0.33 0.03
C 1.84 -3.30 3.85 0.00
H -1.98 -1.24 2.91 0.00
H 4.69 -0.01 -0.57 0.00
C -3.97 1.97 -1.26 0.00
C 2.24 2.95 0.07 -0.01
O -1.65 -1.09 -1.17 0.04
H -4.31 -3.19 -2.56 0.00
H 1.27 0.99 2.13 0.00
C -4.16 -2.18 -2.15 0.00
Se -0.36 1.55 -2.63 0.59
C -2.15 2.59 3.24 0.00
H -2.79 3.46 3.34 0.00
P -2.59 -1.49 -0.07 0.00
H 1.95 -2.17 -4.56 0.00
C -4.02 0.98 3.34 0.00
H -3.98 2.92 -1.79 0.00
C 1.90 -2.59 -3.57 0.00
H -0.88 -4.20 1.43 0.00
H -3.12 1.38 -1.63 0.01
H 2.71 6.65 1.00 0.00
C -1.58 -3.77 0.72 0.00
C -2.30 -2.22 2.53 0.00
H 1.24 -3.51 4.73 0.00
H 6.51 -0.04 -2.25 0.00
H 3.99 -2.55 0.73 0.00
H -1.83 2.28 4.24 0.00
C 1.76 -4.47 -2.09 0.01
H -5.08 -1.61 -2.30 0.00
N 2.58 0.14 0.64 0.00
C 3.66 4.73 0.81 0.00
H -4.64 -2.88 1.14 0.00
C -5.07 2.68 0.83 0.00
H 1.80 -4.63 -4.23 0.00
H -3.38 -2.29 2.68 0.00
H -5.50 3.46 0.20 0.00
H 2.04 -0.68 -2.69 0.00
N -1.87 -2.38 1.13 0.00
H -4.56 0.24 2.74 0.00
H 0.49 5.83 0.32 0.00
C 3.15 -3.74 3.79 0.00
H -4.82 3.13 1.79 0.00
C 1.32 5.15 0.36 0.01
H 0.28 -2.21 2.85 0.00
H 2.33 2.40 -3.21 0.01
Se -0.70 5.64 -3.01 0.62
Ru 0.02 0.28 -0.92 2.03
C 1.82 -3.96 -3.38 0.01
Se -2.83 3.12 -5.29 0.56
C 1.89 -2.23 -1.17 0.02
```

E_HOMO (alpha / beta) ... -0.4810 / -0.4685 hartree
Spin multiplicity ... 6
Charge ... +2



[3]
Molecular formula: C6H6N
Method: DFT, wB97M-V/def2-TZVPD

Structure (XYZ):
```
13
Properties=species:S:1:pos:R:3:mulliken_charge:R:1
H -1.34 1.98 0.24 0.54
C 0.34 1.18 -0.54 0.04
H -2.31 -1.92 0.36 0.28
H 0.79 2.20 -0.76 0.36
N 1.80 -0.98 -0.75 -0.34
C 1.21 0.13 -0.59 0.38
H 3.40 0.16 0.15 0.29
C -0.96 1.11 -0.08 -0.44
C -2.24 -1.11 -0.36 -0.58
C -1.50 -0.10 -0.11 0.22
H -2.53 -1.54 -1.31 0.30
C 2.43 -0.24 0.29 -0.35
H 2.17 -0.30 1.25 0.30
```

E_HOMO (alpha / beta) ... -0.5346 / -0.5347 hartree
Charge ... +1



[4]
Molecular formula: C3H10O3
Method: DFT, wB97M-V/def2-TZVPD

Structure (XYZ):
```
16
Properties=species:S:1:pos:R:3:mulliken_charge:R:1
H 0.51 -0.96 -0.77 0.31
C -0.50 0.40 -1.69 0.72
C -0.27 1.56 -2.28 -1.12
H 1.38 -0.29 -2.17 0.28
H -1.40 -0.40 1.58 0.32
H -0.65 2.47 -2.07 0.41
O -1.59 0.32 -0.76 -0.48
H 2.89 -0.17 2.27 0.32
H 3.00 -1.69 2.71 0.33
H -0.14 -0.71 2.30 0.32
H -2.05 1.15 -1.02 0.29
H -0.15 -1.50 -2.25 0.25
O 2.47 -0.83 2.81 -0.65
H 0.67 1.63 -2.61 0.29
C 0.40 -0.66 -1.75 -0.94
O -1.11 -0.41 2.49 -0.66
```

E_HOMO ... -0.3391 hartree
Structure (SMILES) ... C=C(C)O.O.O
Charge ... 0



[5]
Molecular formula: H14O7
Method: DFT, wB97M-V/def2-TZVPD

Structure (XYZ):
```
21
Properties=species:S:1:pos:R:3:mulliken_charge:R:1
O 1.71 -1.56 0.66 -0.72
H 0.48 -1.54 -0.73 0.43
H -1.66 -0.62 0.83 0.45
H 0.21 -0.87 1.51 0.36
H -3.14 -0.94 0.49 0.29
H 2.24 -2.34 0.70 0.26
H -0.05 0.69 1.79 0.32
O -0.44 -0.24 1.78 -0.72
O -1.14 1.18 -1.18 -0.77
H -1.01 -1.33 -0.96 0.44
O 2.08 0.52 -0.88 -0.75
H 1.65 1.17 -0.22 0.44
O -0.17 -1.47 -1.45 -0.79
O -2.28 -0.84 0.11 -0.75
H -0.28 1.95 -0.06 0.47
H -0.59 0.45 -1.46 0.36
H 0.21 3.19 0.73 0.27
O 0.38 2.28 0.58 -0.74
H 2.13 -0.86 0.10 0.41
H -1.83 0.71 -0.72 0.43
H 1.50 0.47 -1.61 0.30
```

E_HOMO ... -0.4069 hartree
Structure (SMILES) ... O.O.O.O.O.O.O
Charge ... 0



[6]
Molecular formula: C65H156F6LiN13O16S2
Method: DFT, wB97M-V/def2-TZVPD

Structure (XYZ):
```
259
Properties=species:S:1:pos:R:3:lowdin_spin:R:1
H -3.26 1.16 -5.37 0.00
C 5.77 5.49 -2.46 0.00
H -4.47 3.23 -3.52 0.00
O -0.08 1.52 1.71 0.01
H 5.05 5.71 -5.26 0.00
H 4.48 -2.26 3.67 0.00
C 4.70 1.64 0.67 0.00
H 4.19 -0.11 -8.92 0.00
H -5.28 1.24 -2.54 0.00
H 0.76 -0.67 -5.11 0.00
H 4.76 2.47 4.56 0.00
C -3.43 2.90 -3.45 0.00
H 5.70 7.25 -5.39 0.00
H 1.80 -2.12 2.51 0.00
H 3.08 5.29 -4.73 0.00
C 3.72 -1.62 4.12 0.00
H 5.30 3.64 5.94 0.00
H -4.86 0.81 -4.79 0.00
H 4.51 4.22 -3.37 0.00
C 0.72 -4.60 -0.12 0.00
H 1.72 -8.28 0.41 0.00
C -3.15 -0.25 7.90 0.00
H 1.08 -6.54 -3.89 0.00
C 0.08 -0.24 6.74 0.00
C -6.98 -1.27 3.82 0.00
C 3.25 -0.58 -9.22 0.00
F -0.72 -1.84 -1.67 0.01
N 5.18 -5.31 -3.23 0.00
H 2.24 -1.20 1.29 0.00
H -0.03 -1.80 8.16 0.00
H 6.62 4.94 -2.86 0.00
C -3.02 4.89 -2.23 0.00
C -4.50 3.31 1.57 0.00
C -1.71 -0.09 4.93 0.00
H -2.50 0.90 -2.93 0.00
H 1.26 1.18 -9.90 0.00
C -2.22 -7.09 -3.61 0.00
H -3.51 1.54 2.35 0.00
C 0.90 2.20 -8.00 0.00
C 6.83 7.60 -3.00 0.00
O -3.34 -6.17 -3.28 0.00
C 2.89 1.38 -4.80 0.00
N -0.81 0.66 7.57 0.00
N 0.31 -7.19 -3.82 0.00
H 6.76 5.86 -5.04 0.00
H 2.99 -2.35 4.48 0.00
H 2.14 7.84 -1.16 0.00
H -5.24 1.43 2.29 0.00
H -5.38 -6.96 3.15 0.00
H 0.68 -4.08 -1.08 0.00
H 2.47 4.76 -2.10 0.00
H -1.05 4.52 4.37 0.00
C 1.90 1.06 -5.95 0.00
H -3.90 2.18 7.92 0.00
C 3.10 -1.07 -2.00 0.00
H 4.10 2.33 6.16 0.00
H 4.94 -3.49 -5.11 0.00
C -0.21 3.89 4.08 0.00
H 0.93 3.17 -8.49 0.00
H 1.88 -0.17 8.00 0.00
C -3.40 4.30 1.92 0.00
H -1.95 0.07 3.88 0.00
H -6.38 -0.48 5.65 0.00
C -0.86 -6.38 -3.40 0.00
F 1.76 2.89 -0.46 0.01
C -3.75 -3.36 2.90 0.00
H -0.08 -4.14 0.45 0.00
C -3.49 -6.02 -1.83 0.00
C -1.95 -1.95 -1.09 0.20
H 2.23 -0.37 6.28 0.00
H -4.08 -2.77 2.05 0.00
C -0.27 -0.11 5.24 0.00
H 5.43 1.00 0.17 0.00
H -5.15 -1.57 4.97 0.00
H 1.16 -2.02 -8.28 0.00
C 4.53 3.04 5.46 0.00
O 3.05 -1.06 -6.51 0.00
H 3.89 -8.47 -0.98 0.00
H -5.34 0.04 4.32 0.00
H -2.81 3.16 -4.30 0.00
H -2.52 5.33 -3.09 0.00
H 0.60 -8.14 -2.23 0.00
C -4.33 -6.97 3.45 0.00
H -4.74 -5.26 4.72 0.00
F -0.38 3.74 -0.44 0.01
H 0.33 0.86 -4.39 0.00
H -4.53 2.40 3.52 0.00
H 2.36 3.02 -6.61 0.00
O -4.45 -4.58 2.97 0.00
C -2.29 0.83 7.29 0.00
C 2.56 6.09 -4.21 0.00
H 7.78 7.21 -3.35 0.00
H -7.59 -2.06 4.25 0.00
C 2.11 3.45 4.45 0.00
N 0.50 -8.40 -1.26 0.00
O -1.00 -1.32 1.46 0.05
H -0.43 3.04 4.72 0.00
O 4.10 8.61 -3.76 0.00
C 1.77 1.32 -8.95 0.00
H 2.31 -0.07 3.40 0.00
H -5.28 2.18 0.22 0.00
H -5.83 -1.10 2.22 0.00
H -5.70 -2.55 2.96 0.00
N 2.60 0.17 -6.97 0.00
H -0.72 -6.13 -2.35 0.00
H 3.68 2.00 -5.23 0.00
H 0.16 -0.94 4.67 0.00
H 4.40 9.35 -3.23 0.00
H 3.37 -0.02 -1.89 0.00
H -2.20 -1.07 4.96 0.00
C -3.39 1.42 -3.28 0.00
H -2.61 5.27 -1.30 0.00
H 1.53 5.73 -4.16 0.00
H 2.75 -9.83 -1.16 0.00
H -2.89 -8.25 4.40 0.00
H 2.67 1.87 -9.19 0.00
C 1.99 7.54 -2.19 0.00
C -4.42 2.13 2.47 0.00
H 2.17 3.27 3.38 0.00
H -4.15 -0.24 7.46 0.00
H 5.22 2.23 1.42 0.00
H -1.15 -4.95 -5.02 0.00
H -4.48 -9.09 4.26 0.00
S -1.95 -0.69 0.49 0.22
H -1.57 6.08 1.07 0.00
H 5.02 -0.45 1.95 0.00
H -2.76 -7.59 2.20 0.00
H -3.54 -0.36 -4.48 0.00
H 0.62 -0.92 -9.61 0.00
C -2.47 6.44 1.57 0.00
H -2.36 -7.46 -4.62 0.00
H -8.73 -1.27 5.72 0.00
C -0.11 -1.77 7.07 0.00
H -0.16 1.94 -7.97 0.00
H -3.38 -6.19 1.79 0.00
N -3.64 -7.08 2.19 0.00
H 2.77 4.00 7.16 0.00
C 5.30 -3.85 -3.07 0.00
H 3.29 -0.30 -10.27 0.00
H 2.75 -6.14 -0.12 0.00
H 3.70 4.89 4.58 0.00
H -3.41 4.38 3.01 0.00
H -2.40 3.89 1.75 0.00
H -3.00 -5.41 4.22 0.00
H 3.41 -1.66 -9.13 0.00
C -3.97 -8.14 4.38 0.00
C 1.49 2.37 -6.59 0.00
O -3.30 -0.72 0.99 0.03
O -2.81 3.49 -2.28 0.00
H 3.77 -3.67 -1.46 0.00
H 3.30 0.45 -4.40 0.00
C 4.07 -3.25 -2.42 0.00
H -7.57 0.61 2.85 0.00
C -7.99 -0.18 3.47 0.00
H 2.55 -1.41 -1.13 0.00
H -3.55 0.96 5.50 0.00
H 5.73 -2.15 -4.34 0.00
H -2.65 2.11 9.07 0.00
H 0.81 2.96 -5.98 0.00
F -2.94 -1.66 -1.93 0.03
H -10.18 -0.68 4.90 0.00
C 5.72 -3.24 -4.39 0.00
H 2.45 -1.13 -2.87 0.00
H -1.06 -2.23 6.80 0.00
C -2.81 2.13 7.99 0.00
C 2.10 -0.02 -8.36 0.00
H -0.26 3.56 3.04 0.00
C 5.81 6.34 -4.80 0.00
C -4.04 -5.52 3.92 0.00
C 3.10 -0.73 3.05 0.00
H -2.58 7.44 1.17 0.00
H 1.77 1.23 7.03 0.00
O -0.39 0.87 8.94 0.00
H 0.64 -2.40 6.59 0.00
H 4.25 -1.07 4.90 0.00
H 6.66 -3.65 -4.77 0.00
H 1.69 2.60 5.00 0.00
C 1.90 -6.47 -0.72 0.00
O 0.89 0.06 0.15 0.00
O 4.32 -1.84 -2.10 0.00
N -1.50 0.89 -0.21 0.20
N -4.51 2.83 0.19 0.00
C -0.81 -5.04 -3.98 0.00
H 0.11 -0.80 -7.86 0.00
H 0.14 -4.52 -3.81 0.00
O -8.46 0.48 4.69 0.00
C 0.47 2.70 -0.74 0.05
H -2.50 -5.88 -1.38 0.00
H -2.70 -3.64 2.80 0.00
H -4.76 3.65 -0.35 0.00
H -2.34 -7.98 -2.99 0.00
H -3.77 -2.71 3.77 0.00
C 3.29 5.46 -1.99 0.00
H 2.21 5.19 6.18 0.00
H -3.32 -0.16 8.98 0.00
O 1.04 4.37 4.43 0.00
N 4.34 7.46 -2.99 0.00
C 1.77 -8.03 -0.65 0.00
H -0.13 -7.67 -0.95 0.00
H 3.34 5.85 -0.97 0.00
H -1.50 -4.36 -3.47 0.00
H 2.85 -8.48 -2.40 0.00
H -3.91 -6.89 -1.34 0.00
H -4.27 -7.91 5.41 0.00
C 3.39 4.03 5.19 0.00
H -0.42 -0.01 9.32 0.00
C 1.60 0.16 7.00 0.00
H 1.86 8.52 -2.67 0.00
H -4.57 -0.07 -2.73 0.00
H -4.04 -5.09 -1.68 0.00
S -0.09 1.06 0.37 0.06
C 4.52 4.61 -2.35 0.00
O 3.65 0.96 1.28 0.00
H 3.18 -3.33 -3.05 0.00
C -3.80 0.70 -4.55 0.01
H -0.28 0.40 -6.02 0.00
F 0.39 2.45 -2.01 0.00
H 4.00 -0.95 -6.59 0.00
Li -3.01 2.01 -0.84 0.03
H 6.83 8.64 -3.32 0.00
H 5.17 -5.74 -2.32 0.00
H 6.00 -5.71 -3.66 0.00
H 1.58 -4.33 0.50 0.00
H 0.19 0.84 4.95 0.00
H 2.31 1.93 -4.06 0.00
C -5.89 -0.81 4.73 0.00
C 2.91 -8.77 -1.35 0.00
H -8.77 -0.56 2.81 0.00
H -5.46 3.73 1.88 0.00
C 3.08 6.71 -2.88 0.00
H 4.29 2.16 -0.20 0.00
H 2.40 6.83 -5.00 0.00
C 0.58 0.38 -5.34 0.00
N 3.03 4.66 6.44 0.00
O 0.64 -5.98 -0.29 0.00
N -4.37 0.84 -2.34 0.00
F -2.13 -3.19 -0.62 0.04
N 2.61 -1.70 2.08 0.00
H 0.18 -7.49 -4.77 0.00
C 0.92 -1.00 -8.56 0.00
N -6.36 -1.87 2.59 0.00
H 6.05 5.72 -1.43 0.00
H 6.19 -3.75 -2.45 0.00
O -3.56 5.59 1.33 0.00
C -9.28 -0.37 5.44 0.00
H 4.60 3.70 -1.75 0.00
C 5.61 6.75 -3.37 0.00
H -2.32 6.51 2.65 0.00
H -2.72 -1.24 7.77 0.00
H 4.68 0.72 3.16 0.00
H 1.05 7.00 -2.32 0.00
H -4.04 5.26 -2.37 0.00
H 2.11 -6.17 -1.75 0.00
H -2.18 2.00 5.40 0.00
H -2.39 3.00 7.49 0.00
H 7.04 7.77 -1.94 0.00
H -9.67 0.23 6.26 0.00
C 4.22 0.17 2.35 0.00
C -2.48 1.00 5.73 0.00
```

E_HOMO (alpha / beta) ... -0.0257 / -0.2271 hartree
Spin multiplicity ... 2
Charge ... -1



[7]
Molecular formula: C4H14N
Method: DFT, wB97M-V/def2-TZVPD

Structure (XYZ):
```
19
Properties=species:S:1:pos:R:3:lowdin_spin:R:1
H 1.38 0.38 -1.23 0.05
H 2.37 1.77 -0.73 0.03
C 0.92 2.13 -2.40 0.44
H 0.32 -2.09 1.73 0.00
H -0.12 -2.37 -0.53 0.00
C -1.24 -0.64 2.27 0.00
H -1.53 -1.26 -0.44 0.00
H 0.08 1.52 -2.72 0.03
H -1.54 -2.74 0.52 0.00
N -0.27 -1.34 1.34 0.00
H -1.93 -1.28 2.81 0.00
H 0.38 -0.60 1.08 0.00
C -0.90 -1.95 0.11 0.00
H -1.64 0.10 1.58 0.00
H 0.63 1.65 -0.18 0.01
H -0.59 -0.12 2.97 0.00
H 0.71 3.13 -1.95 0.11
C 1.33 1.46 -0.99 0.31
H 1.64 2.25 -3.23 0.02
```

E_HOMO (alpha / beta) ... -0.7951 / -0.7951 hartree
Spin multiplicity ... 2
Charge ... +2